Record 1
Density functional theory data (ωB97M-V/def2-TZVPD) for a cluster of 2 separate species, C2H5N3 in total.

Summary:
- total charge = 0
- electronic energy (eV) = -6619.815
- orbital gap (hartree) = 0.3177
- energy above the lowest of the compared OMol25 structures with the same formula, charge and spin (kJ/mol) = 494.18

Last columns: bonded neighbours and bond lengths (Å).
Positions of all 10 atoms, in Å:
1 C -0.553 -1.719 -0.681  H3 1.049, H4 1.149, N8 1.347
2 C 0.619 1.351 0.621  H6 1.155, N9 1.480, N10 1.246
3 H -1.206 -1.911 -1.479  C1 1.049
4 H -0.613 -2.505 0.154  C1 1.149
5 H -0.095 -0.655 1.456  no bonds
6 H 0.736 1.427 1.768  C2 1.155
7 H 0.051 2.201 -1.101  N10 1.115
8 N 0.006 -0.507 -0.864  C1 1.347, N9 1.329
9 N 0.715 -0.053 0.164  C2 1.480, N8 1.329
10 N 0.341 2.371 -0.039  C2 1.246, H7 1.115

***

Record 2
Density functional theory data (ωB97M-V/def2-TZVPD) for a cluster of 2 separate species, C2H5N3O in total.

Summary:
- total charge = 0
- electronic energy (eV) = -8666.907
- orbital gap (hartree) = 0.2903
- energy above the lowest of the compared OMol25 structures with the same formula, charge and spin (kJ/mol) = 649.90

Last columns: bonded neighbours and bond lengths (Å).
Positions of all 11 atoms, in Å:
1 C 3.372 0.856 0.617  C2 1.324, H7 1.106, H8 1.048
2 C 2.353 0.064 0.322  C1 1.324, N3 1.231
3 N 1.564 -0.517 -0.424  C2 1.231, N4 1.157
4 N 0.702 -1.132 -0.889  N3 1.157
5 N -3.232 -0.943 -0.372  O6 1.489, H10 1.074, H11 1.003
6 O -2.648 0.323 0.149  N5 1.489, H9 1.001
7 H 3.434 1.258 1.645  C1 1.106
8 H 3.993 1.397 -0.032  C1 1.048
9 H -3.366 0.642 0.770  O6 1.001
10 H -3.824 -0.587 -1.195  N5 1.074
11 H -2.348 -1.362 -0.593  N5 1.003

***

Record 3
Density functional theory data (ωB97M-V/def2-TZVPD) for the molecule C2H5N3O.

Summary:
- total charge = 0
- electronic energy (eV) = -8673.202
- orbital gap (hartree) = 0.3843
- energy above the lowest of the compared OMol25 structures with the same formula, charge and spin (kJ/mol) = 42.54

Last columns: bonded neighbours and bond lengths (Å).
Positions of all 11 atoms, in Å:
1 H 3.150 0.679 -0.074  N2 1.016
2 N 2.395 0.554 0.595  H1 1.016, C3 1.268
3 C 1.298 0.342 -0.003  N2 1.268, N4 1.391, H8 1.096
4 N 0.109 0.225 0.707  C3 1.391, C5 1.445, H9 1.016
5 C -0.873 -0.672 0.141  N4 1.445, N6 1.352, O7 1.210
6 N -1.954 -0.001 -0.318  C5 1.352, H10 1.008, H11 1.004
7 O -0.733 -1.872 0.072  C5 1.210
8 H 1.153 0.272 -1.088  C3 1.096
9 H 0.297 0.036 1.688  N4 1.016
10 H -2.711 -0.527 -0.723  N6 1.008
11 H -2.029 0.995 -0.209  N6 1.004

***

Record 4
Density functional theory data (ωB97M-V/def2-TZVPD) for the molecule C2H5N3O.

Summary:
- total charge = 0
- electronic energy (eV) = -8672.749
- orbital gap (hartree) = 0.3701
- energy above the lowest of the compared OMol25 structures with the same formula, charge and spin (kJ/mol) = 86.18

Last columns: bonded neighbours and bond lengths (Å).
Positions of all 11 atoms, in Å:
1 H 2.802 1.415 0.871  N2 1.049
2 N 2.553 0.694 0.152  H1 1.049, C3 1.271
3 C 1.583 -0.070 -0.151  N2 1.271, N4 1.390, H8 1.130
4 N 0.232 0.078 0.140  C3 1.390, C5 1.409, H9 0.999
5 C -0.893 -0.633 -0.321  N4 1.409, N6 1.389, O7 1.214
6 N -2.069 -0.101 0.192  C5 1.389, H10 1.010, H11 1.011
7 O -0.874 -1.617 -1.032  C5 1.214
8 H 1.666 -1.014 -0.766  C3 1.130
9 H 0.061 0.870 0.723  N4 0.999
10 H -2.908 -0.510 -0.194  N6 1.010
11 H -2.154 0.887 0.386  N6 1.011

***

Record 5
Density functional theory data (ωB97M-V/def2-TZVPD) for the molecule C2H5N3O.

Summary:
- total charge = 0
- electronic energy (eV) = -8670.463
- orbital gap (hartree) = 0.3757
- energy above the lowest of the compared OMol25 structures with the same formula, charge and spin (kJ/mol) = 306.81

Last columns: bonded neighbours and bond lengths (Å).
Positions of all 11 atoms, in Å:
1 O 1.590 -0.947 -0.432  C2 1.361, H7 0.915
2 C 0.593 -0.524 0.393  O1 1.361, C3 1.575, N6 1.466, H8 1.124
3 C 0.106 0.940 0.079  C2 1.575, N4 1.499, H9 1.064, H10 1.136
4 N -1.294 0.596 -0.333  C3 1.499, N5 1.318, H11 1.052
5 N -1.612 -0.654 -0.062  N4 1.318, N6 1.235
6 N -0.627 -1.326 0.259  C2 1.466, N5 1.235
7 H 1.301 -1.704 -0.856  O1 0.915
8 H 0.977 -0.569 1.448  C2 1.124
9 H 0.124 1.757 0.762  C3 1.064
10 H 0.912 1.163 -0.690  C3 1.136
11 H -2.068 1.269 -0.568  N4 1.052

***

Record 6
Density functional theory data (ωB97M-V/def2-TZVPD) for the molecule C2H5N3O.

Summary:
- total charge = 0
- electronic energy (eV) = -8668.552
- orbital gap (hartree) = 0.3480
- energy above the lowest of the compared OMol25 structures with the same formula, charge and spin (kJ/mol) = 491.18

Last columns: bonded neighbours and bond lengths (Å).
Positions of all 11 atoms, in Å:
1 H -2.872 0.876 1.095  N2 1.194
2 N -1.971 0.099 1.003  H1 1.194, C3 1.312
3 C -1.062 0.619 0.213  N2 1.312, N4 1.353, H9 1.091
4 N 0.102 -0.037 0.002  C3 1.353, O5 1.369, C6 1.382
5 O 0.079 -1.354 0.377  N4 1.369, H10 1.074
6 C 1.274 0.014 -0.729  N4 1.382, N7 1.305, H11 1.154
7 N 2.307 -0.720 -0.414  C6 1.305, H8 1.072
8 H 3.131 -0.508 -1.066  N7 1.072
9 H -1.402 1.532 -0.277  C3 1.091
10 H -0.778 -1.593 0.978  O5 1.074
11 H 1.191 1.072 -1.182  C6 1.154

***

Record 7
Density functional theory data (ωB97M-V/def2-TZVPD) for the molecule C2H5N3O.

Summary:
- total charge = 0
- electronic energy (eV) = -8670.706
- orbital gap (hartree) = 0.3651
- energy above the lowest of the compared OMol25 structures with the same formula, charge and spin (kJ/mol) = 283.32

Last columns: bonded neighbours and bond lengths (Å).
Positions of all 11 atoms, in Å:
1 H 1.946 2.771 0.561  N2 1.025
2 N 1.028 2.323 0.639  H1 1.025, C3 1.286
3 C 1.120 1.086 0.300  N2 1.286, C4 1.505, H8 1.198
4 C -0.056 0.146 0.334  C3 1.505, O5 1.322, N6 1.301
5 O -1.233 0.487 0.827  C4 1.322, H9 0.976
6 N 0.147 -0.888 -0.430  C4 1.301, N7 1.380
7 N -0.951 -1.720 -0.528  N6 1.380, H10 1.025, H11 1.024
8 H 1.815 0.345 -0.333  C3 1.198
9 H -1.812 -0.275 0.634  O5 0.976
10 H -1.384 -1.586 -1.447  N7 1.025
11 H -0.621 -2.689 -0.557  N7 1.024

***

Record 8
Density functional theory data (ωB97M-V/def2-TZVPD) for the molecule C2H5N3O.

Summary:
- total charge = 0
- electronic energy (eV) = -8671.683
- orbital gap (hartree) = 0.3543
- energy above the lowest of the compared OMol25 structures with the same formula, charge and spin (kJ/mol) = 189.06

Last columns: bonded neighbours and bond lengths (Å).
Positions of all 11 atoms, in Å:
1 N -0.668 1.784 0.951  N2 1.288, H7 1.073, H8 1.014
2 N 0.079 1.652 -0.089  N1 1.288, C3 1.310
3 C 0.665 0.540 -0.457  N2 1.310, C4 1.452, H9 1.084
4 C 0.007 -0.701 -0.089  C3 1.452, N5 1.432, O6 1.269
5 N 0.533 -1.959 -0.527  C4 1.432, H10 1.027, H11 1.030
6 O -1.083 -0.746 0.559  C4 1.269
7 H -1.107 0.991 1.527  N1 1.073
8 H -0.985 2.744 1.034  N1 1.014
9 H 1.296 0.525 -1.338  C3 1.084
10 H -0.009 -2.809 -0.328  N5 1.027
11 H 1.273 -2.019 -1.241  N5 1.030

***

Record 9
Density functional theory data (ωB97M-V/def2-TZVPD) for the ion C2H5N3O with charge +2.

Summary:
- total charge = +2
- electronic energy (eV) = -8646.435
- orbital gap (spin up / spin down) (hartree) = 0.3495 / 0.3496
- energy above the lowest of the compared OMol25 structures with the same formula, charge and spin (kJ/mol) = 331.66

Last columns: bonded neighbours and bond lengths (Å).
Positions of all 11 atoms, in Å:
1 C 0.463 0.966 0.108  N3 1.454, N4 1.381, H7 1.112, H10 1.113
2 C 1.937 -1.064 -0.122  N4 1.143, H8 1.077
3 N -0.961 0.852 -0.166  C1 1.454, O6 1.307, H9 1.027
4 N 1.208 -0.188 -0.036  C1 1.381, C2 1.143
5 N -1.369 -1.323 0.133  O6 1.240, H11 1.034
6 O -1.770 -0.171 -0.087  N3 1.307, N5 1.240
7 H 0.880 1.727 -0.588  C1 1.112
8 H 2.617 -1.896 -0.210  C2 1.077
9 H -1.464 1.739 -0.293  N3 1.027
10 H 0.616 1.351 1.141  C1 1.113
11 H -2.155 -1.993 0.121  N5 1.034

***

Record 10
Density functional theory data (ωB97M-V/def2-TZVPD) for the molecule C2H5N3O2.

Summary:
- total charge = 0
- electronic energy (eV) = -10714.995
- orbital gap (hartree) = 0.3844
- energy above the lowest of the compared OMol25 structures with the same formula, charge and spin (kJ/mol) = 657.53

Last columns: bonded neighbours and bond lengths (Å).
Positions of all 12 atoms, in Å:
1 N -2.268 0.225 0.199  N2 1.474, H8 1.037, H9 1.012
2 N -1.253 -0.514 -0.573  N1 1.474, C3 1.434, H10 1.133
3 C 0.158 -0.375 -0.359  N2 1.434, N4 1.237, O7 1.359
4 N 1.059 -1.159 -0.035  C3 1.237, O5 1.423
5 O 2.362 -0.600 -0.142  N4 1.423, C6 1.388
6 C 1.860 0.668 0.119  O5 1.388, O7 1.395, H11 1.239, H12 1.260
7 O 0.698 0.842 -0.633  C3 1.359, C6 1.395
8 H -2.772 -0.228 0.983  N1 1.037
9 H -2.781 0.726 -0.515  N1 1.012
10 H -1.215 -1.615 -0.308  N2 1.133
11 H 2.778 1.491 -0.010  C6 1.239
12 H 1.375 0.540 1.274  C6 1.260

***

Please write out number 2 again, unchanged.
Density functional theory data (ωB97M-V/def2-TZVPD) for a cluster of 2 separate species, C2H5N3O in total.

Summary:
- total charge = 0
- electronic energy (eV) = -8666.907
- orbital gap (hartree) = 0.2903
- energy above the lowest of the compared OMol25 structures with the same formula, charge and spin (kJ/mol) = 649.90

Last columns: bonded neighbours and bond lengths (Å).
Positions of all 11 atoms, in Å:
1 C 3.372 0.856 0.617  C2 1.324, H7 1.106, H8 1.048
2 C 2.353 0.064 0.322  C1 1.324, N3 1.231
3 N 1.564 -0.517 -0.424  C2 1.231, N4 1.157
4 N 0.702 -1.132 -0.889  N3 1.157
5 N -3.232 -0.943 -0.372  O6 1.489, H10 1.074, H11 1.003
6 O -2.648 0.323 0.149  N5 1.489, H9 1.001
7 H 3.434 1.258 1.645  C1 1.106
8 H 3.993 1.397 -0.032  C1 1.048
9 H -3.366 0.642 0.770  O6 1.001
10 H -3.824 -0.587 -1.195  N5 1.074
11 H -2.348 -1.362 -0.593  N5 1.003